[1]
# C5H8N2

A 2-piece molecular cluster, C5H8N2 overall (ωB97M-V/def2-TZVPD, OMol25).

Output
HOMO-LUMO gap ... 9.36 eV
HOMO level ... -9.15 eV
ΔE to the lowest compared entry with this formula, charge and spin ... 478.72 kJ/mol
LUMO energy ... 0.21 eV

Each line ends with the Löwdin charge.
Geometry (Å):
C: 1.775 0.300 -2.370  0.10
N: 0.679 -0.653 -0.941  -0.16
C: -0.531 -0.094 -0.615  -0.06
C: -0.617 -0.085 0.748  -0.26
C: -1.731 0.424 1.609  -0.06
C: 0.619 -0.672 1.165  -0.11
N: 1.389 -1.007 0.156  0.05
H: 0.996 -0.948 -1.922  0.06
H: 2.653 0.378 -1.709  -0.02
H: 1.233 1.255 -2.264  -0.03
H: -1.215 0.243 -1.382  0.13
H: -2.146 -0.372 2.237  0.08
H: -2.545 0.827 0.999  0.08
H: -1.386 1.222 2.276  0.08
H: 0.956 -0.853 2.180  0.11



[2]
# C17H32ClN2O4SSb2W

C17H32ClN2O4SSb2W as an isolated structure (ωB97M-V/def2-TZVPD, OMol25).

Output
HOMO-LUMO gap (alpha / beta) ... 3.95 / 3.48 eV
HOMO level (alpha / beta) ... -14.51 / -14.07 eV
ΔE to the lowest compared entry with this formula, charge and spin ... 0.00 kJ/mol
Multiplicity ... 3
Expectation value of S² ... 2.03
LUMO energy (alpha / beta) ... -10.55 / -10.58 eV
Total charge ... +3

Each line ends with the Löwdin charge.
Geometry (Å):
W: -1.449 -0.869 -0.011  1.53
C: -1.418 -3.224 4.861  -0.17
Sb: -1.555 -1.129 4.098  1.75
C: -3.231 -0.720 5.342  -0.25
C: 0.492 0.194 3.810  -0.10
C: 1.540 -0.702 3.377  -0.29
C: 1.833 -1.752 4.289  -0.05
C: 3.028 -2.429 4.220  -0.01
C: 3.988 -2.107 3.226  0.01
C: 3.660 -1.160 2.267  -0.06
C: 2.419 -0.511 2.271  -0.29
C: 2.290 0.500 1.204  -0.14
Sb: 1.919 -0.681 -0.753  1.64
C: 2.271 -2.798 -0.620  -0.18
C: 3.129 0.010 -2.436  -0.15
H: -0.400 -3.545 4.934  -0.01
H: -2.040 -3.894 4.191  0.07
H: -1.878 -3.126 5.856  0.03
H: -3.368 0.396 5.406  0.05
H: -2.956 -1.129 6.346  0.05
H: -4.163 -1.195 5.043  0.04
H: 0.554 0.524 4.879  0.11
H: 0.223 0.967 3.122  0.06
H: 1.187 -1.866 5.148  0.10
H: 3.209 -3.273 4.845  0.12
H: 4.958 -2.588 3.200  0.13
H: 4.388 -0.845 1.510  0.13
H: 3.203 1.010 0.907  0.08
H: 1.453 1.186 1.315  0.06
H: 3.023 -2.978 -1.415  0.04
H: 1.340 -3.344 -0.866  0.05
H: 2.663 -3.049 0.377  0.02
H: 4.151 -0.287 -2.206  0.05
H: 2.957 1.074 -2.523  0.02
H: 2.749 -0.449 -3.342  0.04
O: -1.951 -6.187 -6.762  -0.69
Cl: -2.452 -5.626 -8.094  0.69
O: -1.578 -1.500 1.813  -0.80
O: -2.759 -0.440 -0.979  -0.46
O: 0.005 -0.878 -1.050  -0.76
C: -2.223 0.999 -4.110  -0.06
N: -2.382 2.199 -3.326  -0.22
C: -3.786 2.322 -2.865  -0.05
C: -1.357 2.755 -2.555  -0.67
S: -0.949 2.448 -0.922  0.70
N: -0.543 3.617 -3.231  -0.19
C: 0.441 4.301 -2.481  -0.12
C: -0.900 4.181 -4.508  -0.01
H: -2.756 0.151 -3.710  0.08
H: -1.175 0.670 -4.193  0.10
H: -2.466 1.203 -5.117  0.08
H: -4.453 1.449 -3.092  0.11
H: -4.329 3.146 -3.362  0.09
H: -3.818 2.548 -1.769  0.09
H: 1.122 3.562 -2.007  0.06
H: 0.007 4.961 -1.676  0.12
H: 1.012 4.902 -3.169  0.10
H: -0.610 5.244 -4.525  0.11
H: -1.953 4.075 -4.861  0.12
H: -0.314 3.686 -5.321  0.12



[3]
# C5H8

One molecule with the formula C5H8 (ωB97M-V/def2-TZVPD, OMol25).

Output
HOMO-LUMO gap ... 10.08 eV
HOMO level ... -9.09 eV
Structure (SMILES) ... C=C=CCC
ΔE to the lowest compared entry with this formula, charge and spin ... 300.20 kJ/mol
LUMO energy ... 1.00 eV

Each line ends with the Löwdin charge.
Geometry (Å):
C: 0.124 1.165 0.188  -0.13
C: 1.326 -0.799 -0.855  -0.05
C: 0.464 -1.514 -0.124  -0.11
C: -0.695 -1.248 0.443  -0.12
C: -1.071 0.259 0.464  -0.23
H: 0.054 1.656 -0.788  0.08
H: 0.394 1.860 0.979  0.08
H: 0.948 -0.369 -1.785  0.09
H: 2.311 -0.428 -0.562  0.08
H: 0.978 0.463 0.181  0.01
H: -1.456 -1.950 0.783  0.09
H: -1.824 0.378 -0.333  0.11
H: -1.552 0.528 1.408  0.10